No. 1
The following is a quantum chemistry calculation of a structure of composition C20H60F2KN7O14S2, from the Open Molecules 2025 dataset.

Geometry as XYZ:
```
106
C20H60F2KN7O14S2 wB97M-V/def2-TZVPD
K 4.7841 -2.2285 0.1044
N 1.3427 0.1427 -1.3856
S 0.1491 -0.3684 -2.1565
O -0.5163 0.5851 -3.0352
O -0.5099 -1.5899 -1.6578
F 1.0520 -1.1064 -3.2290
S 0.4133 0.9840 -0.2601
O -0.5062 0.1561 0.5526
O 0.0745 2.3737 -0.5272
F 1.6310 1.1396 0.8278
C -5.3468 -1.5184 0.8855
C -6.3568 -2.5573 0.2973
O -7.1546 -3.0974 1.3626
H -4.7771 -1.9054 1.7304
H -5.9988 -0.7200 1.2398
H -4.6526 -1.0364 0.1971
H -5.6685 -3.3140 -0.0792
H -7.0277 -2.1881 -0.4784
H -7.2038 -4.0471 1.2314
C 2.4092 3.1117 7.1138
C 1.2815 3.1556 8.1901
O 1.1936 1.9106 8.8108
H 2.0750 2.5709 6.2284
H 3.2578 2.4693 7.3491
H 2.7781 4.0985 6.8342
H 0.3136 3.4584 7.7907
H 1.5060 4.0219 8.8124
H 0.4911 1.4611 8.3354
C -3.8423 1.3748 5.5496
C -4.2847 0.2628 6.4761
O -3.2267 0.1098 7.4007
H -3.5045 2.2109 6.1620
H -4.6793 1.7032 4.9333
H -3.0225 1.1820 4.8576
H -4.3540 -0.6695 5.9156
H -5.2492 0.4090 6.9624
H -3.2918 -0.8059 7.6815
C 1.7478 -2.8859 4.4311
C 1.5841 -4.0427 3.4813
O 2.7946 -4.5038 3.1483
H 0.7793 -2.6842 4.8888
H 2.1830 -2.0406 3.8982
H 2.3571 -3.2113 5.2743
H 1.0021 -3.7300 2.6144
H 0.9555 -4.7937 3.9600
H 2.6516 -5.3838 2.7924
C -2.9388 1.8432 -7.6884
O -3.6662 1.9471 -8.6374
N -3.3052 1.3313 -6.5546
N -1.6539 2.0594 -7.5585
H -2.6113 1.1257 -5.8502
H -4.2482 1.0240 -6.3633
H -1.1378 1.9798 -6.6940
H -1.0532 2.3477 -8.3175
C 4.2076 2.1220 -4.8595
O 4.8142 2.6656 -5.7162
N 4.5586 1.0206 -4.3451
N 3.1219 2.5562 -4.3426
H 4.1317 0.7619 -3.4671
H 5.3818 0.5266 -4.6588
H 2.8984 2.0414 -3.5029
H 2.8292 3.5222 -4.3069
C -0.8237 -7.3186 -0.7744
O -1.0359 -8.4657 -0.4005
N 0.3821 -7.0061 -0.9615
N -1.8116 -6.4402 -1.0413
H 0.9499 -7.8217 -0.7816
H 0.6234 -6.2112 -1.5360
H -1.7840 -5.4310 -1.0712
H -2.7296 -6.8603 -1.0145
C -0.3335 -4.0743 -8.9181
C 0.2955 -4.8641 -7.7725
C -0.6685 -5.1026 -6.6181
O 0.8499 -6.1297 -8.2538
H 0.4575 -3.6180 -9.5133
H -1.0741 -3.3384 -8.6050
H -0.8404 -4.8648 -9.4715
H 1.1039 -4.2935 -7.3151
H -1.3099 -5.9461 -6.8738
H -1.2879 -4.2061 -6.5919
H -0.1924 -5.2034 -5.6428
H 0.0883 -6.7136 -8.2790
C -4.2664 7.3239 2.8785
C -3.3951 6.3962 1.9859
C -2.3753 7.2285 1.2041
O -2.6329 5.5274 2.7459
H -3.6474 7.7576 3.6640
H -5.0135 6.7296 3.4045
H -4.7295 8.2092 2.4429
H -3.9684 5.7074 1.3655
H -1.9007 8.0110 1.7961
H -2.9232 7.9534 0.6021
H -1.7942 6.7070 0.4435
H -2.1292 4.9867 2.1332
C 6.6587 2.5575 0.0258
C 7.7011 2.1397 1.0705
C 7.1032 1.8174 2.4217
O 8.4286 1.0748 0.5306
H 6.1731 3.4119 0.4972
H 5.9981 1.7125 -0.1682
H 7.2030 2.8598 -0.8689
H 8.4187 2.9571 1.1405
H 6.6258 2.6725 2.9001
H 7.8258 1.3638 3.1001
H 6.3034 1.0894 2.2855
H 8.5147 0.3775 1.1848
```

2S+1   1
Frontier orbital gap   0.252 Eh
Lowest unoccupied orbital energy   -0.0949 Eh
HOMO energy   -9.428 eV

No. 2
The following is a quantum chemistry calculation of a cluster of 10 separate species, C20H60N10O10 in total, from the Open Molecules 2025 dataset.

Geometry as XYZ:
```
100
C20H60N10O10 wB97M-V/def2-TZVPD
N 3.3206 1.0570 2.2369
C 2.7956 2.3060 2.4449
N 2.7076 2.9890 1.3629
O 2.4226 2.7320 3.7339
H 3.4306 0.6080 3.1309
H 3.8366 0.6760 1.3919
H 2.4096 3.9710 1.4529
H 2.8356 2.6070 0.4239
N -4.4254 0.9540 0.6319
C -3.6444 0.3930 1.5439
N -2.4254 0.1780 1.1039
O -4.1354 0.0410 2.7949
H -5.3424 1.2720 1.0249
H -4.0744 1.2790 -0.2741
H -1.8854 -0.3400 1.7619
H -2.0744 0.2080 0.1359
N -1.1134 -0.5290 -3.5011
C -1.8034 -0.7760 -2.4141
N -3.0044 -0.9150 -2.7711
O -1.3184 -0.6440 -1.1211
H -0.0334 -0.4380 -3.2451
H -1.0834 -0.8210 -4.4821
H -3.6844 -1.3230 -2.1591
H -3.1104 -0.8200 -3.6951
N 1.2566 0.0590 1.0179
C 1.0986 -1.2080 1.1859
N -0.0714 -1.7460 0.8209
O 2.0936 -2.0610 1.6139
H 2.1246 0.5110 1.5589
H 0.5566 0.7630 0.9549
H -0.2634 -2.7390 1.1189
H -0.6834 -1.2830 0.1079
N 1.5406 0.2290 -3.6691
C 1.8866 -0.0270 -2.4691
N 1.3976 0.7790 -1.5791
O 2.6896 -1.0780 -2.1391
H 1.8586 -0.4340 -4.3901
H 1.1436 1.1060 -4.0361
H 1.5646 0.5110 -0.5671
H 0.5076 1.3800 -1.7441
C -1.0924 2.9270 0.1579
C -0.7754 3.4170 -1.2631
C 0.4716 4.1970 -1.2111
O -0.6394 2.4990 -2.1011
H -0.5024 2.0410 0.4149
H -2.1484 2.6680 0.1349
H -1.1264 3.7640 0.8079
H -1.6424 3.9480 -1.6071
H 0.4796 4.8620 -2.0901
H 1.4186 3.6450 -1.2511
H 0.5306 4.8630 -0.3511
H -0.5414 2.8980 -2.9781
C 6.1536 0.5410 0.2739
C 5.2396 -0.4820 -0.3551
C 5.7146 -1.8530 0.1529
O 4.0476 -0.2190 0.0109
H 6.0176 0.5380 1.3369
H 5.8066 1.5880 0.0459
H 7.1746 0.2700 -0.0641
H 5.1896 -0.5020 -1.4551
H 5.0566 -2.6600 -0.0741
H 5.8136 -1.8890 1.2319
H 6.6766 -2.0800 -0.2191
H 3.3836 -0.6740 -0.5411
C -6.1244 -3.1390 -0.5481
C -4.8174 -2.4220 -0.1961
C -3.5244 -3.1970 -0.5011
O -4.8044 -1.3000 -0.7681
H -6.3684 -3.1500 -1.5811
H -7.0034 -2.6740 -0.1291
H -6.0994 -4.1250 -0.1431
H -4.7944 -2.3560 0.8749
H -3.3714 -3.3000 -1.5801
H -3.4484 -4.1630 -0.0371
H -2.6144 -2.6710 -0.1681
H -4.6524 -0.6010 -0.0801
C -1.9044 3.8580 4.5119
C -0.6184 3.1400 4.0899
C -0.8284 1.8610 3.3209
O 0.1326 3.8300 3.3639
H -2.5834 3.2430 5.0999
H -2.2954 4.3080 3.5969
H -1.6074 4.6630 5.1729
H 0.0616 3.0320 4.9839
H -0.9404 1.0390 4.0289
H 0.0836 1.6020 2.7659
H -1.6434 2.0580 2.6229
H 0.9736 3.4290 3.4129
C -0.6574 -4.0820 -1.7291
C 0.7686 -3.5590 -1.9681
C 1.7716 -4.2850 -1.1141
O 1.1876 -3.5330 -3.1291
H -1.3514 -3.4370 -2.3151
H -0.8734 -4.0040 -0.6681
H -0.6364 -5.1400 -2.1121
H 0.8566 -2.6210 -1.4801
H 1.4196 -4.4740 -0.1071
H 2.6006 -3.5640 -1.0681
H 2.0546 -5.2620 -1.4421
H 1.6416 -2.7340 -3.2811
```

2S+1   1
Frontier orbital gap   0.287 Eh
Lowest unoccupied orbital energy   -0.0280 Eh
HOMO energy   -8.571 eV
Energy relative to the best compared isomer or geometry (same formula, charge and spin)   1144.5 kJ/mol
SMILES   NC(N)=O.NC(N)=O.NC(N)=O.NC(N)=O.NC(N)=O.CC(C)O.CC(C)O.CC(C)O.CC(C)O.CC(C)O

No. 3
The following is a quantum chemistry calculation of a cluster of 11 separate species, C20H60NO11 in total, from the Open Molecules 2025 dataset.

Geometry as XYZ:
```
92
C20H60NO11 wB97M-V/def2-TZVPD
C -5.5305 2.4984 0.1734
C -4.1656 3.3513 0.2273
C -3.0542 3.1592 -0.9218
C -3.3985 2.1953 -2.1837
C -3.2349 0.5953 -1.7243
C -1.6907 0.1853 -1.3533
N -1.5122 -0.4900 -0.0100
C -1.5836 0.4798 1.1491
C -0.0862 1.2202 1.2174
C -2.4154 -1.6907 0.1693
C -1.9059 -3.2040 -0.3120
O -3.6397 -1.6645 0.7513
H -5.6773 1.7363 -0.6921
H -6.4436 3.2645 0.2400
H -5.6043 1.8679 1.1853
H -4.4518 4.5087 0.2720
H -3.6451 3.1358 1.2799
H -2.0315 2.8042 -0.4216
H -2.8036 4.2378 -1.3686
H -4.5339 2.3007 -2.5172
H -3.5123 -0.0196 -2.7091
H -4.0300 0.3251 -0.9023
H -1.0170 1.1398 -1.4186
H -1.2816 -0.5614 -2.1861
H -2.4441 1.2744 1.0777
H -1.6788 -0.1170 2.1786
H -0.0733 2.1499 0.4935
H 0.1394 1.6477 2.3090
H 0.7821 0.4776 0.8800
H -2.7448 -3.7837 -0.9179
H -0.8948 -3.1808 -0.9098
H -1.7366 -3.8040 0.7015
C -0.9595 6.2635 -2.4832
O -1.9930 6.5851 -1.5706
H -1.2797 5.4203 -3.0997
H -0.7573 7.1249 -3.1244
H -0.0577 5.9870 -1.9313
H -1.6804 7.3359 -1.0377
C 1.3380 -2.5506 -2.5921
O 0.2969 -1.8660 -3.2643
H 1.3946 -2.1885 -1.5628
H 1.1271 -3.6227 -2.5878
H 2.2878 -2.3572 -3.0968
H 0.2708 -2.2080 -4.1741
C -3.8280 -1.8100 4.6788
O -4.8754 -1.5654 3.7582
H -4.2150 -1.7004 5.6946
H -3.4517 -2.8267 4.5423
H -3.0239 -1.0877 4.5176
H -4.5022 -1.6699 2.8664
C 4.7510 -1.2137 -0.7476
O 3.7967 -2.2480 -0.5935
H 4.2571 -0.2500 -0.6024
H 5.5413 -1.3316 -0.0023
H 5.1754 -1.2551 -1.7538
H 4.2638 -3.0902 -0.7278
C 6.6001 -3.4090 2.2343
O 6.9592 -2.7889 1.0132
H 5.5852 -3.8041 2.1471
H 7.2911 -4.2290 2.4446
H 6.6343 -2.6733 3.0416
H 7.8636 -2.4483 1.1208
C 10.9796 -2.6512 1.6252
O 9.9385 -1.9667 0.9530
H 11.0362 -2.2892 2.6545
H 10.7687 -3.7234 1.6295
H 11.9294 -2.4579 1.1205
H 9.9124 -2.3087 0.0432
C 0.5388 -3.9275 2.7008
O -0.6427 -3.3249 3.1961
H 0.9024 -4.6516 3.4337
H 0.3207 -4.4412 1.7614
H 1.3006 -3.1605 2.5407
H -0.9416 -2.6878 2.5251
C 6.5751 2.1427 -0.3654
O 6.9768 0.8356 -0.7322
H 5.5078 2.2566 -0.5690
H 6.7588 2.2956 0.7009
H 7.1358 2.8752 -0.9513
H 7.9274 0.7643 -0.5404
C -3.4091 5.0628 -5.2516
O -2.2371 4.5690 -5.8737
H -3.2914 6.1339 -5.0716
H -4.2677 4.8978 -5.9070
H -3.5607 4.5498 -4.2987
H -2.3709 3.6172 -6.0208
C -7.9564 -2.2971 2.6046
O -7.8607 -1.7944 1.2846
H -9.0025 -2.5244 2.8232
H -7.3616 -3.2096 2.6920
H -7.5943 -1.5445 3.3093
H -6.9221 -1.6019 1.1194
```

2S+1   1
Frontier orbital gap   0.106 Eh
Lowest unoccupied orbital energy   0.0527 Eh
HOMO energy   -1.454 eV
Net charge   -1

Question: Which value of 2S+1 does entry 2 give?
Answer: 1